## A
Molecular formula: C8H18O
Method: DFT, ωB97M-V/def2-TZVPD

multiplicity = 1
gap between HOMO and LUMO = 9.231 eV
E_HOMO = -8.42 eV
net charge = 0
molecular weight = 130.23 g mol⁻¹

Each line ends with the natural charge from an NBO analysis.
Atoms and positions in Å:
H1 2.762 -0.710 0.409  0.20
H2 -2.770 -1.331 -0.456  0.23
C1 0.595 0.579 -1.953  -0.64
H3 -2.996 -1.214 1.288  0.21
C2 -0.088 -0.897 0.240  0.53
H4 3.132 0.002 -1.158  0.21
H5 1.715 1.408 1.248  0.21
H6 0.291 -0.362 -2.411  0.24
C3 2.359 -0.516 -0.584  -0.63
C4 1.086 0.327 -0.535  -0.07
H7 0.277 -0.154 2.237  0.22
H8 0.447 2.229 0.318  0.21
H9 -4.035 -0.296 0.187  0.22
H10 1.376 1.044 -2.559  0.21
H11 -2.187 1.178 -0.450  0.21
H12 -0.523 -1.737 2.148  0.23
H13 -0.708 0.428 0.041  0.29
H14 -0.265 1.250 -1.958  0.20
H15 2.092 2.218 -0.274  0.22
C5 -2.027 0.496 0.388  -0.55
O1 -0.389 -1.808 -0.507  -0.63
H16 2.175 -1.472 -1.074  0.23
C6 1.343 1.612 0.243  -0.64
C7 -3.015 -0.647 0.357  -0.64
C8 0.238 -1.099 1.699  -0.72
H17 1.198 -1.600 1.806  0.24
H18 -2.084 1.070 1.311  0.21

=====

## B
Molecular formula: C8H18O
Method: DFT, ωB97M-V/def2-TZVPD

multiplicity = 1
gap between HOMO and LUMO = 10.376 eV
E_HOMO = -9.57 eV
net charge = 0
molecular weight = 130.23 g mol⁻¹
SMILES = C=C(C)C(C)(C)C.CO

Each line ends with the natural charge from an NBO analysis.
Atoms and positions in Å:
H1 1.063 0.557 0.943  0.50
H2 2.691 2.991 1.101  0.18
C1 -2.028 -0.766 -1.127  -0.60
H3 -0.944 1.788 -0.870  0.21
H4 -2.555 -0.587 1.539  0.22
H5 -0.695 1.702 0.891  0.22
H6 -1.940 -1.850 -1.255  0.21
H7 3.303 1.619 0.136  0.16
H8 0.565 -2.817 -0.172  0.22
H9 -3.074 -0.553 -0.874  0.21
C2 0.985 -0.211 -1.634  -0.40
H10 -0.879 -0.524 2.124  0.21
C3 0.460 -0.686 -0.493  -0.01
C4 1.061 -1.901 0.163  -0.66
C5 -1.258 1.286 0.050  -0.62
O1 1.794 1.159 1.458  -0.76
H11 1.719 2.358 -0.223  0.16
C6 -1.080 -0.240 -0.033  -0.06
H12 2.128 -1.974 -0.074  0.22
C7 2.408 2.069 0.581  -0.24
H13 -1.503 -1.955 1.272  0.21
H14 -2.301 1.549 0.264  0.21
H15 0.992 -1.845 1.251  0.22
H16 -1.837 -0.295 -2.096  0.21
H17 1.925 -0.594 -2.021  0.20
H18 0.520 0.584 -2.206  0.20
C8 -1.520 -0.861 1.304  -0.62

=====

It is B that is the most stable of them.

=====

## A
Molecular formula: C8H16N2
Method: DFT, ωB97M-V/def2-TZVPD

multiplicity = 1
gap between HOMO and LUMO (spin up / spin down) = 5.615 / 5.615 eV
E_HOMO (spin up / spin down) = -5.76 / -5.76 eV
net charge = 0
molecular weight = 140.23 g mol⁻¹

Each line ends with the natural charge from an NBO analysis.
Atoms and positions in Å:
H1 4.093 -0.603 1.118  0.23
H2 -3.623 -0.193 -0.617  0.17
N1 0.381 0.348 -2.266  -0.64
H3 2.646 -1.517 1.645  0.24
C1 0.093 -0.055 -1.183  0.32
C2 0.716 -0.359 0.096  -0.48
H4 3.585 -2.134 0.339  0.26
C3 3.232 -1.198 0.782  -0.72
C4 -1.702 1.786 -0.055  -0.64
H5 -0.967 2.275 0.588  0.18
H6 0.756 0.503 0.752  0.25
C5 2.406 -0.471 -0.222  0.45
H7 0.409 -1.295 0.538  0.24
H8 -2.843 0.001 1.820  0.20
H9 -1.555 2.120 -1.082  0.22
H10 -1.645 -1.263 1.584  0.19
H11 2.048 0.533 -2.030  0.48
H12 -2.478 -1.506 -0.825  0.19
C6 -2.583 -0.421 -0.886  -0.63
H13 -2.697 2.142 0.243  0.18
H14 -1.163 0.334 2.178  0.19
C7 -1.818 -0.189 1.478  -0.64
C8 -1.620 0.277 0.050  -0.15
H15 3.848 0.686 -0.989  0.39
N2 2.913 0.308 -1.137  -0.72
H16 -2.432 -0.108 -1.918  0.22

=====

## B
Molecular formula: C8H16N2
Method: DFT, ωB97M-V/def2-TZVPD

multiplicity = 1
gap between HOMO and LUMO = 8.554 eV
E_HOMO = -7.74 eV
net charge = 0
molecular weight = 140.23 g mol⁻¹
SMILES = CC1=C(N)C(C)(C)[C@@]1(C)N

Each line ends with the natural charge from an NBO analysis.
Atoms and positions in Å:
H1 1.616 -2.913 0.382  0.21
H2 -2.594 0.565 1.322  0.20
C1 -1.670 0.853 -1.198  -0.62
H3 -0.928 -3.089 -0.150  0.38
H4 2.589 -1.881 -0.673  0.21
C2 -0.896 0.342 0.005  -0.08
H5 -1.054 0.386 2.170  0.21
H6 0.976 2.239 -1.277  0.20
N1 -1.354 -2.185 -0.291  -0.82
H7 -2.277 -2.116 0.110  0.38
H8 2.587 -1.604 1.067  0.22
C3 1.963 -1.893 0.220  -0.64
C4 -1.536 0.829 1.299  -0.61
H9 -1.283 0.428 -2.121  0.22
N2 1.423 1.158 1.189  -0.84
C5 -0.524 -1.108 -0.030  0.19
H10 2.415 1.228 -1.163  0.22
H11 -2.723 0.577 -1.120  0.21
C6 1.327 1.209 -1.206  -0.63
H12 1.012 0.665 -2.090  0.21
H13 1.242 2.153 1.235  0.36
H14 -1.467 1.915 1.379  0.21
C7 0.801 0.541 0.056  0.17
C8 0.810 -0.960 0.080  -0.11
H15 1.163 0.720 2.063  0.36
H16 -1.616 1.940 -1.256  0.21

=====

It is B that is the most stable of them.

=====

## A
Molecular formula: C8H16N2
Method: DFT, ωB97M-V/def2-TZVPD

multiplicity = 1
gap between HOMO and LUMO = 9.552 eV
E_HOMO = -8.66 eV
net charge = 0
molecular weight = 140.23 g mol⁻¹
SMILES = C=C=CCNCCCCN

Each line ends with the natural charge from an NBO analysis.
Atoms and positions in Å:
H1 1.257 0.587 -1.128  0.22
H2 1.237 -1.381 1.470  0.35
N1 -2.739 2.049 -0.113  -0.82
H3 2.234 -1.862 -1.263  0.20
H4 -4.276 0.649 -0.207  0.19
H5 -2.172 -0.437 -1.335  0.19
N2 1.168 -1.830 0.566  -0.62
C1 2.997 1.102 -0.118  0.11
C2 -0.196 -1.792 0.004  -0.22
C3 3.885 2.012 0.373  -0.50
H6 -0.035 -1.803 -1.094  0.18
H7 4.747 2.257 -0.261  0.22
H8 3.867 2.419 1.379  0.23
C4 2.162 0.222 -0.641  -0.32
C5 -2.377 -0.494 -0.280  -0.42
C6 2.250 -1.261 -0.358  -0.24
H9 -2.870 -1.459 -0.095  0.20
H10 3.151 -1.437 0.208  0.21
H11 -3.401 0.659 1.276  0.19
H12 -1.848 2.186 0.360  0.35
H13 -0.746 -2.744 0.232  0.19
H14 -1.053 -0.391 1.481  0.19
C7 -3.252 0.705 0.217  -0.21
H15 -0.467 0.428 0.072  0.19
C8 -1.013 -0.486 0.390  -0.42
H16 -2.511 2.100 -1.134  0.35

=====

## B
Molecular formula: C8H16N2
Method: DFT, ωB97M-V/def2-TZVPD

multiplicity = 1
gap between HOMO and LUMO = 9.129 eV
E_HOMO = -8.74 eV
net charge = 0
molecular weight = 140.23 g mol⁻¹
SMILES = CC(C)(C)N.C=NC#CC

Each line ends with the natural charge from an NBO analysis.
Atoms and positions in Å:
H1 3.508 2.257 1.490  0.24
C1 -1.532 0.115 -0.427  0.10
C2 -1.408 1.166 0.773  -0.62
N1 -0.438 -0.810 -0.421  -0.85
H2 1.350 -3.048 -0.116  0.15
H3 -3.076 -1.338 -1.019  0.21
C3 2.585 1.577 1.459  -0.69
H4 -1.263 2.161 0.385  0.20
C4 2.661 -0.704 0.166  0.09
H5 2.137 1.484 2.461  0.24
C5 -1.415 1.027 -1.621  -0.61
H6 -2.265 1.742 -1.743  0.22
H7 -0.410 1.615 -1.499  0.21
H8 1.750 2.175 0.893  0.24
H9 2.826 -3.727 -1.074  0.18
H10 -2.324 1.177 1.501  0.20
H11 -2.816 -1.316 0.713  0.21
C6 2.796 0.319 0.790  0.00
H12 -0.207 -1.115 0.490  0.36
H13 -3.632 0.006 -0.012  0.20
C7 -2.841 -0.677 -0.179  -0.60
H14 -0.562 0.883 1.281  0.20
H15 -1.366 0.367 -2.496  0.21
N2 3.084 -1.841 -0.407  -0.42
H16 0.370 -0.515 -0.927  0.37
C8 2.488 -2.978 -0.462  -0.02

=====

It is A that is the most stable of them.

=====

## A
Molecular formula: C2H7N2O
Method: DFT, ωB97M-V/def2-TZVPD

multiplicity = 1
gap between HOMO and LUMO = 7.243 eV
E_HOMO = -2.62 eV
net charge = -1
molecular weight = 75.09 g mol⁻¹

Each line ends with the natural charge from an NBO analysis.
Atoms and positions in Å:
C1 -1.154 -1.856 -0.546  -0.02
H1 -1.298 -0.969 0.069  0.25
H2 -0.287 -1.888 -1.228  0.13
O1 -0.374 0.492 0.515  -0.96
C2 0.435 1.531 0.309  0.14
N1 -1.917 -2.898 -0.528  -0.70
N2 1.870 1.158 0.312  -0.91
H3 0.310 2.333 1.093  0.05
H4 0.253 2.029 -0.677  0.05
H5 -2.613 -2.721 0.194  0.31
H6 2.344 1.232 -0.577  0.33
H7 2.432 1.556 1.065  0.33

=====

## B
Molecular formula: C2H7N2O
Method: DFT, ωB97M-V/def2-TZVPD

multiplicity = 1
gap between HOMO and LUMO (spin up / spin down) = 5.280 / 5.278 eV
E_HOMO (spin up / spin down) = -1.08 / -1.08 eV
net charge = -1
molecular weight = 75.09 g mol⁻¹

Each line ends with the natural charge from an NBO analysis.
Atoms and positions in Å:
H1 -0.070 -1.864 -1.266  0.16
H2 -1.333 1.174 0.805  0.20
H3 0.835 -1.765 0.313  0.24
C1 -0.933 1.046 -0.254  -0.45
N1 0.146 0.099 -0.361  -0.31
C2 -0.092 -1.360 -0.251  -0.46
H4 -1.577 0.869 -1.101  0.17
H5 -1.005 -1.676 0.048  0.18
H6 0.896 1.061 2.103  -0.71
N2 1.371 0.625 0.084  0.24
O1 2.244 -0.190 0.152  -0.49
H7 -0.482 1.980 -0.272  0.22

=====

It is A that is the most stable of them.

=====

## A
Molecular formula: C11H14N2O
Method: DFT, ωB97M-V/def2-TZVPD

multiplicity = 1
gap between HOMO and LUMO = 8.653 eV
E_HOMO = -7.90 eV
net charge = 0
molecular weight = 190.25 g mol⁻¹
SMILES = Cc1c[nH]c2ccccc12.CC(N)=O

Each line ends with the natural charge from an NBO analysis.
Atoms and positions in Å:
C1 -1.306 -2.127 1.352  0.68
N1 2.145 0.803 -1.402  -0.53
C2 1.301 0.763 0.666  -0.10
C3 0.820 1.090 -1.538  0.13
N2 -0.265 -2.475 2.170  -0.85
C4 -1.120 -2.417 -0.116  -0.73
C5 1.226 0.808 2.169  -0.63
C6 0.070 1.348 -2.682  -0.25
C7 0.245 1.070 -0.251  -0.05
C8 2.444 0.604 -0.051  -0.05
H1 0.305 1.284 2.512  0.22
H2 0.436 1.228 -3.694  0.21
H3 2.858 0.901 -2.102  0.41
C9 -1.268 1.644 -2.492  -0.21
H4 -0.033 -1.908 2.965  0.40
H5 -1.034 -3.475 -0.361  0.22
H6 3.351 0.048 0.130  0.21
H7 -1.997 -1.985 -0.582  0.25
O1 -2.322 -1.597 1.744  -0.60
H8 -1.633 1.237 0.840  0.23
C10 -1.833 1.719 -1.207  -0.23
H9 -2.863 2.042 -1.153  0.21
C11 -1.115 1.336 -0.094  -0.21
H10 1.376 -0.165 2.631  0.21
H11 -0.246 -1.869 -0.475  0.23
H12 -1.909 1.749 -3.359  0.21
H13 1.976 1.514 2.520  0.22
H14 0.390 -3.168 1.860  0.39

=====

## B
Molecular formula: C11H14N2O
Method: DFT, ωB97M-V/def2-TZVPD

multiplicity = 1
gap between HOMO and LUMO = 8.787 eV
E_HOMO = -8.19 eV
net charge = 0
molecular weight = 190.25 g mol⁻¹
SMILES = Cc1c[nH]c2ccccc12.CC(N)=O

Each line ends with the natural charge from an NBO analysis.
Atoms and positions in Å:
H1 -0.309 1.175 0.525  0.23
C1 0.024 -2.277 0.130  -0.07
C2 -2.007 -0.882 -0.653  -0.18
H2 -1.666 1.710 -2.875  0.22
C3 1.342 -2.227 -0.236  -0.04
C4 -2.421 0.175 -1.397  -0.24
C5 -0.614 -3.146 1.167  -0.63
H3 2.234 1.044 1.020  0.39
O1 0.756 3.490 2.368  -0.61
C6 0.876 2.452 1.753  0.68
H4 2.901 2.577 1.398  0.40
H5 0.552 1.080 -2.779  0.21
N1 1.538 -1.125 -1.081  -0.56
C7 -0.666 -1.310 -0.635  -0.13
C8 -1.444 0.889 -2.191  -0.21
H6 0.155 -3.654 1.755  0.22
N2 2.102 1.963 1.392  -0.84
H7 2.096 -2.899 0.127  0.22
C9 -0.110 0.525 -2.130  -0.27
H8 -1.291 1.947 1.671  0.24
C10 0.285 -0.590 -1.377  0.20
H9 -1.055 -2.524 1.955  0.22
H10 -3.481 0.382 -1.390  0.22
H11 -1.396 -3.802 0.790  0.22
H12 -0.109 0.643 2.188  0.23
H13 -2.721 -1.468 -0.098  0.21
C11 -0.313 1.511 1.570  -0.72
H14 2.361 -0.750 -1.529  0.41

=====

## C
Molecular formula: C11H14N2O
Method: DFT, ωB97M-V/def2-TZVPD

multiplicity = 1
gap between HOMO and LUMO = 10.066 eV
E_HOMO = -9.18 eV
net charge = 0
molecular weight = 190.25 g mol⁻¹
SMILES = CC1=C[C@@](C)([C@@H]2C=NNC2=O)C=CC1

Each line ends with the natural charge from an NBO analysis.
Atoms and positions in Å:
H1 1.908 2.477 1.341  0.23
C1 0.950 -2.266 -1.109  -0.62
C2 -0.906 -0.627 -1.470  -0.20
H2 -1.475 1.077 0.781  0.25
C3 -0.977 1.397 -0.153  -0.51
H3 1.578 -2.875 -0.358  0.25
H4 0.324 -1.595 3.831  0.42
C4 0.092 -1.114 -0.420  -0.08
O1 1.244 -2.811 1.897  -0.61
C5 -0.770 -1.701 0.748  -0.38
H5 2.051 -0.171 -0.056  0.22
H6 -0.963 -1.041 -2.443  0.21
H7 0.298 -3.102 -1.550  0.21
H8 0.583 3.263 0.445  0.21
C6 1.328 2.561 0.457  -0.64
C7 0.257 -2.088 1.862  0.68
N1 -0.186 -1.475 2.985  -0.47
H9 2.062 2.814 -0.397  0.22
H10 1.566 -1.955 -1.872  0.21
H11 -1.244 -2.610 0.418  0.26
H12 -2.113 1.073 -2.091  0.22
C8 1.011 0.058 0.000  -0.24
H13 -1.158 2.549 -0.430  0.21
C9 0.564 1.286 0.111  0.07
H14 -2.558 -0.228 1.207  0.22
C10 -1.384 0.636 -1.380  -0.18
N2 -1.357 -0.711 2.748  -0.21
C11 -1.697 -0.792 1.527  0.04

=====

It is B that is the most stable of them.

=====

## A
Molecular formula: C7H13NO2
Method: DFT, ωB97M-V/def2-TZVPD

multiplicity = 1
gap between HOMO and LUMO = 8.242 eV
E_HOMO = -7.72 eV
net charge = 0
molecular weight = 143.19 g mol⁻¹
SMILES = C/C=C/c1ccc[nH]1.O.O

Each line ends with the natural charge from an NBO analysis.
Atoms and positions in Å:
H1 2.883 -1.322 2.058  0.22
H2 3.406 -1.810 -0.549  0.21
C1 -1.769 2.665 -0.645  -0.65
H3 0.934 2.333 -1.381  0.21
C2 1.343 0.607 -0.067  0.11
H4 -1.433 -1.887 1.742  0.49
H5 -1.128 1.030 0.598  0.20
C3 -0.740 1.680 -0.151  -0.14
O1 -2.061 -2.538 1.403  -0.97
C4 1.606 0.316 1.273  -0.32
N1 2.050 -0.210 -0.912  -0.51
C5 2.501 -0.773 1.211  -0.30
C6 2.778 -1.078 -0.104  -0.08
O2 -1.437 -2.561 -1.338  -0.96
H6 2.128 -0.299 -1.909  0.42
H7 -1.260 -2.497 -0.378  0.49
H8 -3.008 -2.324 1.473  0.49
H9 -2.367 3.061 0.175  0.21
C7 0.496 1.667 -0.622  -0.23
H10 -2.384 -2.704 -1.385  0.46
H11 -2.443 2.341 -1.461  0.22
H12 1.210 0.801 2.137  0.22
H13 -1.304 3.501 -1.170  0.21

=====

## B
Molecular formula: C7H13NO2
Method: DFT, ωB97M-V/def2-TZVPD

multiplicity = 1
gap between HOMO and LUMO = 7.962 eV
E_HOMO = -7.87 eV
net charge = 0
molecular weight = 143.19 g mol⁻¹

Each line ends with the natural charge from an NBO analysis.
Atoms and positions in Å:
H1 -0.060 -1.199 -1.727  0.24
H2 -0.655 1.244 -1.930  0.21
H3 3.448 1.322 -0.457  0.20
C1 2.839 0.751 0.245  -0.42
C2 -0.413 -1.250 -0.697  -0.52
C3 -2.283 -0.275 0.744  -0.61
H4 -2.012 -1.020 1.493  0.22
H5 -3.131 -0.649 0.165  0.20
N1 1.458 0.714 -0.231  -0.68
O1 0.146 0.858 1.903  -0.76
H6 2.931 1.174 1.251  0.21
C4 0.189 0.368 0.760  0.44
C5 0.683 -1.030 0.307  0.58
H7 3.245 -0.263 0.253  0.18
H8 1.221 1.647 -0.555  0.39
O2 1.239 -1.956 1.062  -0.59
C6 -1.462 1.085 -1.215  -0.62
C7 -1.106 0.042 -0.168  -0.06
H9 -0.966 -2.182 -0.553  0.23
H10 1.318 -2.804 0.592  0.49
H11 -2.336 0.766 -1.788  0.21
H12 -2.581 0.624 1.282  0.24
H13 -1.713 2.033 -0.736  0.22

=====

It is A that is the most stable of them.